<P>
Below is a single C5H9N3 molecule, with properties calculated with wB97M-V/def2-TZVPD.

Properties
LUMO level: 0.7 eV
highest occupied orbital energy: -7.12 eV

Atoms and positions in Å:
N: 0.58 -2.08 0.36
N: 1.45 1.36 -0.81
N: -1.82 0.47 -0.25
C: 0.78 0.38 -0.09
C: -0.62 1.20 1.88
C: 0.81 -0.99 -0.58
C: -1.84 -0.36 -1.13
C: -0.31 0.73 0.69
H: -2.69 -0.65 -1.73
H: 0.14 1.38 2.63
H: -1.65 1.41 2.13
H: 1.84 1.10 -1.70
H: 1.12 -1.96 1.21
H: 1.67 -1.19 -1.22
H: -0.40 -2.12 0.62
H: -0.15 -0.99 -1.26
H: 1.09 2.30 -0.76

Results of the natural (NBO) charge analysis, in e, for atoms 1 through 5: -0.822 -0.781 -0.392 0.138 -0.389


<Q>
Below is C5H9N3 as an isolated structure, with properties calculated with wB97M-V/def2-TZVPD.

Properties
LUMO level (spin up / spin down): -0.7 / -0.6 eV
highest occupied orbital energy (spin up / spin down): -7.70 / -7.82 eV

Atoms and positions in Å:
N: 1.86 1.64 0.28
N: -0.63 -0.20 -1.73
N: -0.46 -2.20 0.82
C: 0.18 -1.04 0.80
C: -1.60 1.08 0.14
C: 1.56 -0.87 0.12
C: 1.46 0.56 -0.12
C: -0.58 0.21 -0.53
H: 2.44 -1.16 0.70
H: 1.48 -1.39 -0.84
H: 0.11 -0.46 1.73
H: 1.50 2.53 -0.04
H: -2.18 0.48 0.85
H: -1.13 1.89 0.70
H: -2.30 1.51 -0.59
H: -1.44 0.17 -2.24
H: -0.28 -2.72 -0.04

Results of the natural (NBO) charge analysis, in e, for atoms 1 through 5: -0.625 -0.683 -0.627 0.067 -0.713


In eV, relative to the most stable structure: <P> 0.000; <Q> 0.702.


<P>
Below is a single C5H9N3 molecule, with properties calculated with wB97M-V/def2-TZVPD.

Properties
LUMO level (spin up / spin down): 0.3 / 0.3 eV
highest occupied orbital energy (spin up / spin down): -7.44 / -7.44 eV

Atoms and positions in Å:
N: 2.29 0.03 1.41
N: 2.02 -0.68 -1.48
N: -0.24 0.22 1.20
C: 0.94 -0.56 -0.66
C: -0.54 1.66 1.34
C: -0.35 -0.55 -0.73
C: -1.71 -0.89 -1.14
C: 1.25 -0.05 0.82
H: -2.14 -1.68 -0.52
H: -1.59 1.78 1.58
H: 0.06 2.13 2.12
H: 2.89 -0.58 -0.96
H: 2.02 -1.45 -2.14
H: -1.69 -1.24 -2.17
H: -0.32 2.15 0.38
H: -0.50 -0.27 2.06
H: -2.37 -0.02 -1.10

Results of the natural (NBO) charge analysis, in e, for atoms 1 through 5: -0.539 -0.793 -0.565 0.024 -0.422


<Q>
Below is a single C5H9N3 molecule, with properties calculated with wB97M-V/def2-TZVPD.

Properties
LUMO level: 0.4 eV
SMILES: CC(C)N/C=N/C#N
highest occupied orbital energy: -9.05 eV

Atoms and positions in Å:
N: -4.12 -2.09 -0.32
N: -2.03 -0.84 0.01
N: -0.44 0.78 -0.23
C: -3.16 -1.45 -0.24
C: 0.70 -0.08 0.04
C: 1.77 0.13 -1.04
C: -1.67 0.32 -0.46
C: 1.25 0.22 1.43
H: 2.12 1.17 -1.04
H: 2.62 -0.52 -0.86
H: 0.47 0.08 2.18
H: 2.07 -0.45 1.66
H: 1.36 -0.09 -2.02
H: 1.61 1.25 1.49
H: 0.33 -1.10 0.00
H: -2.61 0.90 -0.23
H: -0.26 1.76 -0.37

Results of the natural (NBO) charge analysis, in e, for atoms 1 through 5: -0.410 -0.594 -0.549 0.397 -0.067


<R>
Below is a single C5H9N3 molecule, with properties calculated with wB97M-V/def2-TZVPD.

Properties
LUMO level: 0.9 eV
SMILES: [H]/N=C1\C=CCCNN1
highest occupied orbital energy: -7.96 eV

Atoms and positions in Å:
N: -2.56 -0.43 0.55
N: -0.60 -1.43 -0.11
N: 0.59 -1.23 -0.67
C: -1.01 0.86 -0.69
C: -1.52 -0.35 -0.09
C: 0.98 0.62 0.79
C: 0.08 1.44 -0.21
C: 1.71 -0.55 0.10
H: -3.05 0.39 0.35
H: 0.47 2.40 -0.64
H: 1.66 1.29 1.25
H: 2.41 -0.37 -0.70
H: -1.67 1.19 -1.44
H: 2.15 -1.38 0.73
H: 0.25 0.14 1.46
H: -0.47 -1.78 0.85
H: 0.59 -0.81 -1.54

Results of the natural (NBO) charge analysis, in e, for atoms 1 through 5: -0.643 -0.448 -0.471 -0.304 0.374


<S>
Below is a single C5H9N3 molecule, with properties calculated with wB97M-V/def2-TZVPD.

Properties
LUMO level: 1.0 eV
SMILES: CN1CC=C/C1=N\N
highest occupied orbital energy: -7.74 eV

Atoms and positions in Å:
N: -1.62 0.43 -0.49
N: -2.80 -0.37 -0.19
N: 0.56 0.60 -0.51
C: 0.62 1.83 0.25
C: -0.54 -0.17 -0.26
C: 1.69 -0.30 -0.48
C: -0.15 -1.52 0.05
C: 1.18 -1.63 -0.01
H: -2.88 -0.72 0.75
H: 1.57 2.45 0.32
H: 2.28 0.08 0.38
H: -0.78 -2.28 0.51
H: 1.90 -2.47 0.30
H: -3.56 0.27 -0.32
H: 2.33 -0.28 -1.45
H: 0.23 1.60 1.25
H: -0.03 2.47 -0.10

Results of the natural (NBO) charge analysis, in e, for atoms 1 through 5: -0.294 -0.696 -0.414 -0.397 0.329


In eV, relative to the most stable structure: <P> 3.053; <Q> 0.000; <R> 1.563; <S> 1.427.


<P>
Below is a single C3H5Cl2F molecule, with properties calculated with wB97M-V/def2-TZVPD.

Properties
LUMO level: 0.8 eV
SMILES: C[C@H](Cl)[C@H](F)Cl
highest occupied orbital energy: -10.96 eV

Atoms and positions in Å:
Cl: 0.38 -1.19 2.32
Cl: -0.65 1.72 2.40
F: 1.79 1.69 1.81
C: 0.58 -0.30 0.88
C: -0.36 -0.55 -0.26
C: 0.59 1.28 1.26
H: 1.52 -0.38 0.39
H: 0.26 -0.45 -1.17
H: 0.43 1.94 0.41
H: -0.89 -1.60 -0.34
H: -1.25 0.20 -0.31

Results of the natural (NBO) charge analysis, in e, for atoms 1 through 5: 0.027 -0.028 -0.347 -0.296 -0.636


<Q>
Below is a single C3H5Cl2F molecule, with properties calculated with wB97M-V/def2-TZVPD.

Properties
LUMO level: 0.9 eV
SMILES: FC(CCl)CCl
highest occupied orbital energy: -10.85 eV

Atoms and positions in Å:
Cl: -2.28 -0.80 -0.28
Cl: 2.62 -0.79 -0.23
F: 0.98 1.46 -0.20
C: 0.21 0.32 -0.45
C: -1.18 0.48 0.13
C: 0.94 -0.76 0.18
H: 0.42 -1.70 0.05
H: -1.17 0.58 1.25
H: -1.43 1.48 -0.17
H: 0.00 0.29 -1.53
H: 0.88 -0.57 1.24

Results of the natural (NBO) charge analysis, in e, for atoms 1 through 5: -0.015 -0.013 -0.360 0.169 -0.430


In eV, relative to the most stable structure: <P> 0.307; <Q> 0.000.


<P>
Below is an isolated ion of composition C7H14N and charge +1, with properties calculated with wB97M-V/def2-TZVPD.

Properties
total charge: +1
LUMO level: -3.7 eV
SMILES: C=C/C(=C/C)CC[NH3+]
highest occupied orbital energy: -12.57 eV

Atoms and positions in Å:
N: 0.87 0.78 -2.36
C: 0.81 -2.25 1.30
C: -1.77 0.45 0.20
C: -0.44 -0.17 0.39
C: 1.66 0.41 -1.05
C: -0.36 -1.42 0.86
C: 0.80 0.76 0.15
C: -2.23 1.29 1.15
H: 0.66 -2.94 2.12
H: 1.40 1.47 -2.91
H: 0.25 1.67 -0.06
H: 1.69 -1.63 1.54
H: -3.13 1.88 1.06
H: 1.34 0.86 1.09
H: -0.04 1.19 -2.19
H: -1.32 -1.84 1.12
H: -1.68 1.32 2.08
H: 1.22 -2.68 0.36
H: 1.87 -0.63 -1.29
H: 2.47 1.14 -0.94
H: -2.38 0.15 -0.63
H: 0.79 0.02 -3.03

Results of the natural (NBO) charge analysis, in e, for atoms 1 through 5: -0.692 -0.663 -0.264 -0.094 -0.188


<Q>
Below is an isolated ion of composition C7H14N and charge +1, with properties calculated with wB97M-V/def2-TZVPD.

Properties
total charge: +1
LUMO level: -3.6 eV
SMILES: C/C=C/C=C/CC[NH3+]
highest occupied orbital energy: -11.69 eV

Atoms and positions in Å:
N: 1.11 2.04 2.61
C: 0.39 0.47 0.18
C: 1.81 0.58 0.72
C: -2.79 -1.82 -2.86
C: 0.06 -0.52 -0.65
C: -1.23 -0.70 -1.28
C: 1.91 0.82 2.22
C: -1.45 -1.62 -2.23
H: -3.00 -2.88 -2.95
H: 0.90 2.09 3.61
H: 2.21 -0.43 0.58
H: 0.86 -1.13 -1.07
H: 1.55 2.91 2.33
H: 1.53 -0.03 2.78
H: 0.22 2.01 2.11
H: 2.95 1.01 2.48
H: -2.93 -1.30 -3.81
H: -3.57 -1.35 -2.26
H: -0.41 0.95 0.75
H: -0.64 -2.29 -2.46
H: -2.02 0.00 -1.01
H: 2.54 1.21 0.20

Results of the natural (NBO) charge analysis, in e, for atoms 1 through 5: -0.673 -0.266 -0.463 -0.660 -0.123


<R>
Below is an isolated ion of composition C7H14N and charge +1, with properties calculated with wB97M-V/def2-TZVPD.

Properties
total charge: +1
LUMO level: -3.5 eV
SMILES: C=C1C[C@]1([NH3+])C(C)C
highest occupied orbital energy: -14.13 eV

Atoms and positions in Å:
N: 0.07 -1.09 1.46
C: 0.01 1.94 0.87
C: -0.23 -0.47 0.14
C: 2.08 0.66 -0.30
C: 0.61 0.79 -0.04
C: -0.86 -1.20 -0.98
C: -1.71 -0.23 -0.27
C: -0.94 -2.13 -1.87
H: -0.73 -0.69 2.04
H: -0.07 -2.74 -2.19
H: -0.12 -2.12 1.53
H: 2.20 -0.02 -1.14
H: 2.82 0.44 0.58
H: -2.62 -0.52 0.19
H: 0.32 1.99 1.98
H: -1.10 2.05 0.80
H: 0.98 -0.66 1.67
H: 2.49 1.69 -0.59
H: -1.90 0.65 -0.94
H: -1.87 -2.32 -2.38
H: 0.38 2.85 0.51
H: 0.17 1.14 -1.06

Results of the natural (NBO) charge analysis, in e, for atoms 1 through 5: -0.701 -0.640 0.076 -0.650 -0.250


<S>
Below is a 2-piece molecular cluster, C7H14N overall, with properties calculated with wB97M-V/def2-TZVPD.

Properties
total charge: +1
LUMO level (spin up / spin down): -4.7 / -4.7 eV
highest occupied orbital energy (spin up / spin down): -12.64 / -12.64 eV

Atoms and positions in Å:
N: 2.03 -0.22 -0.17
C: -1.27 0.31 -0.03
C: 2.66 0.71 0.37
C: -1.61 -0.87 0.67
C: 1.71 -1.71 0.01
C: 0.93 -0.73 -0.77
C: -1.89 0.58 -1.32
C: -0.65 1.38 0.76
H: 2.42 -2.46 -0.27
H: -1.23 0.58 -2.17
H: -2.13 -1.57 0.06
H: -2.07 -0.61 1.60
H: 0.30 1.11 1.08
H: 1.00 -0.77 -1.89
H: 1.41 -2.02 1.05
H: -0.64 -1.39 0.97
H: -0.61 2.15 0.07
H: 2.56 1.64 -0.20
H: -1.24 1.74 1.62
H: -2.63 -0.22 -1.44
H: 3.24 0.83 1.28
H: -2.27 1.53 -1.28

Results of the natural (NBO) charge analysis, in e, for atoms 1 through 5: -0.242 0.517 -0.025 -0.743 -0.251


In eV, relative to the most stable structure: <P> 0.852; <Q> 0.000; <R> 1.914; <S> 4.556.


<P>
Below is an isolated ion of composition C7H14N and charge +1, with properties calculated with wB97M-V/def2-TZVPD.

Properties
total charge: +1
LUMO level: -5.4 eV
highest occupied orbital energy: -13.14 eV

Atoms and positions in Å:
N: 0.91 1.36 -1.83
C: -0.72 -0.85 0.64
C: 0.15 1.98 -1.17
C: -0.89 0.56 0.37
C: 0.62 -1.23 1.17
C: -1.93 -1.58 1.34
C: -0.03 1.75 0.56
C: 1.91 0.38 -2.25
H: -1.83 -2.61 1.33
H: 2.52 0.21 -1.38
H: -0.45 2.74 0.70
H: -2.16 -1.25 2.48
H: -1.79 0.87 -0.05
H: 0.99 1.64 0.94
H: -0.51 2.69 -1.57
H: 1.27 -0.42 1.49
H: -0.80 -1.27 -0.36
H: -2.89 -1.54 0.81
H: 1.23 -0.46 -2.60
H: 2.59 0.68 -3.03
H: 1.29 -1.70 0.41
H: 0.51 -1.95 1.98

Results of the natural (NBO) charge analysis, in e, for atoms 1 through 5: -0.303 -0.365 0.235 0.243 -0.625


<Q>
Below is a 2-piece molecular cluster, C7H14N overall, with properties calculated with wB97M-V/def2-TZVPD.

Properties
total charge: +1
LUMO level: -7.9 eV
highest occupied orbital energy: -12.61 eV

Atoms and positions in Å:
N: -2.41 1.49 2.53
C: 1.76 -2.00 -0.25
C: 2.08 -1.75 -1.59
C: 0.15 2.05 -0.49
C: -0.72 -0.26 0.37
C: 0.58 -1.78 -1.11
C: -0.10 -0.45 -1.01
C: 0.42 0.60 -0.07
H: 0.60 2.72 0.24
H: -0.45 -0.97 1.14
H: -1.74 0.06 0.47
H: -0.05 -2.62 -1.39
H: 2.01 -2.89 0.34
H: -0.74 -0.15 -1.82
H: -3.37 1.18 2.58
H: 2.38 -2.33 -2.46
H: -2.24 2.09 3.32
H: -1.77 0.72 2.48
H: -0.92 2.21 -0.53
H: 1.37 0.55 0.44
H: 2.53 -0.76 -1.76
H: 0.61 2.29 -1.45

Results of the natural (NBO) charge analysis, in e, for atoms 1 through 5: -1.089 0.308 -0.460 -0.603 -0.374


In eV, relative to the most stable structure: <P> 0.000; <Q> 1.515.